Entry 1:
C12H34O8PS | wB97M-V/def2-TZVPD

Properties
* LUMO level: 2.6107 eV
* spin multiplicity: 1
* charge: -1
* DFT total energy: -49498.3691 eV
* strongest force on any atom: 1.26 eV Å⁻¹
* HOMO energy: -2.830 eV
* orbital gap: 5.4 eV

```
56
C12H34O8PS | the OMol25 dataset | wB97M-V/def2-TZVPD
H -4.20 0.39 3.48
C -2.11 -0.67 -4.28
H -0.04 1.33 3.39
O -0.12 -0.55 2.68
C -4.55 0.13 2.48
H 2.76 -0.89 -0.10
C 4.63 -2.73 1.53
C 0.35 0.83 -1.74
C 6.04 -2.71 0.98
H 4.59 -3.27 2.48
C 2.43 0.14 -0.28
O -0.32 3.25 -0.92
O -1.04 -1.61 -4.16
H 0.35 0.31 0.33
H 4.01 -4.23 0.46
H -3.74 -0.42 1.98
C -4.90 1.38 1.70
H 3.06 0.51 -2.35
H -2.32 -0.31 -3.28
H 6.73 -2.23 1.68
O -1.76 1.43 -0.22
H -0.61 3.45 -0.02
H -0.10 0.19 -2.49
C 3.36 0.75 -1.32
O -3.81 2.28 1.60
H 2.59 0.65 0.67
O 3.72 -3.33 0.61
C -3.35 -1.31 -4.88
S -1.01 1.90 -1.36
C -1.38 0.20 4.63
H -5.26 1.11 0.70
H -0.60 -0.17 5.30
H 0.63 -1.01 -0.74
H 4.28 -1.71 1.70
O -1.77 2.15 -2.54
H 1.09 1.45 -2.25
H -5.41 -0.54 2.57
P 3.52 2.46 -1.18
H -3.66 -2.16 -4.27
H -1.57 0.93 2.61
H -0.76 -1.25 2.54
H -3.09 1.81 1.15
H -3.14 -1.69 -5.89
C -0.79 0.55 3.28
O 4.69 3.07 -0.48
H 3.35 3.01 -2.48
H -0.82 -1.92 -5.04
H 6.40 -3.73 0.78
H -1.87 1.06 5.09
H -2.13 -0.60 4.53
H -1.79 0.19 -4.88
H 6.06 -2.16 0.04
H -4.17 -0.60 -4.94
H 2.34 2.94 -0.52
C 0.89 0.03 -0.57
H -5.70 1.93 2.20
```

Partial atomic charges computed with the Löwdin method, in multiples of e:
1. H 0.06
2. C -0.32
3. H 0.12
4. O -0.07
5. C -0.09
6. H 0.06
7. C -0.32
8. C -0.23
9. C -0.09
10. H 0.10
11. C -0.32
12. O -0.15
13. O -0.08
14. H 0.07
15. H 0.07
16. H 0.07
17. C -0.32
18. H 0.00
19. H 0.09
20. H 0.07
21. O -0.31
22. H 0.10
23. H 0.08
24. C -0.43
25. O -0.09
26. H 0.08
27. O -0.09
28. C -0.09
29. S 0.59
30. C -0.10
31. H 0.11
32. H 0.07
33. H 0.11
34. H 0.11
35. O -0.29
36. H 0.08
37. H 0.07
38. P 0.45
39. H 0.07
40. H 0.08
41. H 0.08
42. H 0.02
43. H 0.07
44. C -0.31
45. O -0.54
46. H -0.03
47. H 0.08
48. H 0.06
49. H 0.07
50. H 0.06
51. H 0.11
52. H 0.08
53. H 0.07
54. H -0.02
55. C -0.20
56. H 0.11

***

Entry 2:
C12H35B2N3O7S | wB97M-V/def2-TZVPD

Properties
* LUMO level: 0.4523 eV
* spin multiplicity: 1
* DFT total energy: -44006.3358 eV
* strongest force on any atom: 1.66 eV Å⁻¹
* HOMO energy: -9.018 eV
* orbital gap: 9.5 eV

```
60
C12H35B2N3O7S | the OMol25 dataset | wB97M-V/def2-TZVPD
H -4.42 1.13 0.51
H -0.35 -1.92 5.99
C 3.59 1.25 -5.00
H -3.33 -1.47 1.43
H -2.03 -1.76 0.28
H -1.13 -5.47 5.70
C -2.66 -1.00 0.73
H 1.23 0.09 -4.44
H 0.41 5.12 -2.15
N -1.02 3.58 -2.09
H 4.08 0.25 -2.24
H 4.12 -1.41 -2.81
O 3.26 2.44 -4.30
H -1.21 -4.74 7.31
C -1.91 4.47 -1.31
H -1.92 -4.23 3.71
C 3.26 -0.04 -4.24
N -1.26 -2.15 6.37
O -0.09 1.39 -1.64
H -1.60 5.50 -1.41
C -1.72 -3.38 5.72
C 4.22 2.88 -3.36
H 1.80 0.83 -3.14
H 2.99 1.27 -5.91
C -0.93 -4.56 6.27
O -4.70 0.37 -0.04
H -1.08 -0.59 2.11
H 0.85 3.68 -3.02
H 0.14 -4.37 6.26
C 0.38 4.04 -2.11
H 3.31 -0.86 -4.97
C 4.24 -0.37 -3.12
B -3.55 -0.33 -0.37
O -3.29 -0.48 -1.75
H -2.38 0.54 2.26
H -2.92 4.38 -1.69
C 0.58 -3.70 3.52
O -0.47 -2.76 3.66
H -1.96 4.22 -0.25
H -1.86 -1.38 6.09
H 0.96 3.70 -1.26
H 1.23 -3.35 2.72
H 1.18 -3.77 4.43
O -2.44 1.75 -1.29
H -2.77 -3.53 5.99
H 4.11 3.96 -3.26
S -3.26 0.98 -2.51
H 5.24 2.65 -3.68
H 4.64 1.27 -5.31
H -0.40 0.49 -1.43
O -2.32 0.81 -3.57
C -1.80 -0.01 1.53
H 5.28 -0.24 -3.45
H 4.03 2.43 -2.37
N 1.90 -0.02 -3.68
B -1.14 2.23 -1.68
H -2.45 -2.56 3.88
H 0.20 -4.69 3.25
C -1.68 -3.27 4.19
H -1.22 0.67 0.92
```

Partial atomic charges computed with the Löwdin method, in multiples of e:
1. H 0.12
2. H 0.07
3. C -0.21
4. H 0.10
5. H 0.11
6. H 0.08
7. C -0.12
8. H 0.08
9. H 0.08
10. N -0.05
11. H 0.06
12. H 0.07
13. O -0.20
14. H 0.08
15. C -0.05
16. H 0.12
17. C -0.43
18. N 0.04
19. O 0.20
20. H 0.08
21. C -0.43
22. C -0.11
23. H 0.05
24. H 0.12
25. C -0.07
26. O 0.14
27. H 0.06
28. H 0.08
29. H 0.06
30. C -0.06
31. H 0.13
32. C -0.07
33. B -0.68
34. O -0.12
35. H 0.08
36. H 0.08
37. C -0.10
38. O -0.20
39. H 0.09
40. H 0.07
41. H 0.09
42. H 0.09
43. H 0.08
44. O -0.17
45. H 0.13
46. H 0.09
47. S 1.02
48. H 0.09
49. H 0.12
50. H 0.13
51. O -0.34
52. C -0.08
53. H 0.08
54. H 0.08
55. N 0.05
56. B -0.86
57. H 0.11
58. H 0.09
59. C -0.21
60. H 0.06

***

Entry 3:
C12H35BrNaO15P3S | wB97M-V/def2-TZVPD

Properties
* LUMO level: 0.2525 eV
* spin multiplicity: 1
* DFT total energy: -156895.4072 eV
* strongest force on any atom: 1.01 eV Å⁻¹
* HOMO energy: -7.538 eV
* orbital gap: 7.8 eV
* ΔE to the lowest compared entry with this formula, charge and spin: 0.0 kcal/mol

```
68
C12H35BrNaO15P3S | the OMol25 dataset | wB97M-V/def2-TZVPD
O 3.26 19.17 15.82
H 1.87 16.91 15.47
H 9.66 17.62 17.53
O 8.92 13.55 19.53
C 9.98 14.75 16.72
O 4.57 17.27 16.94
O 3.75 19.32 18.22
C 1.37 16.93 16.44
H 9.88 17.07 21.82
C 8.57 16.31 13.15
H 8.09 15.57 13.79
H 8.91 14.81 16.55
C 3.85 18.90 19.59
H 1.97 11.60 21.59
H 4.88 19.05 19.91
Br 5.93 13.08 16.35
C 8.40 20.40 14.62
C 4.40 19.71 15.15
C 1.40 13.59 20.92
C 10.09 16.95 20.76
H 8.57 21.24 15.30
H 3.58 17.86 19.73
C 3.87 12.54 19.17
H 9.38 17.51 20.16
O 2.71 14.18 20.84
H 1.75 12.79 22.91
O 8.37 17.64 13.67
H 4.98 18.94 14.64
H 1.04 13.24 19.95
C 1.39 12.46 21.93
H 0.37 17.33 16.36
H 11.23 17.11 16.92
H 4.53 12.50 18.30
P 9.22 15.06 19.20
H 10.92 18.84 17.09
H 9.63 16.09 13.03
H 7.67 20.65 13.87
O 2.41 14.61 18.45
H 4.34 12.22 20.10
O 4.58 14.98 19.59
H 7.84 12.51 20.93
O 10.02 15.55 20.46
H 7.09 14.05 20.46
H 10.48 15.50 16.11
C 10.47 17.88 16.84
S 3.40 14.21 19.40
H 0.36 12.14 22.07
O 8.06 15.88 18.85
H 3.19 19.54 20.18
O 2.08 17.70 17.41
H 2.99 11.92 18.99
H 9.38 20.16 14.19
P 3.51 18.26 17.08
O 10.01 17.94 15.48
H 5.07 20.21 15.85
H 7.05 12.68 19.35
O 7.90 19.31 15.42
C 7.66 13.19 20.10
H 8.09 16.27 12.18
O 10.33 14.97 18.10
O 7.76 16.85 16.04
H 4.04 20.40 14.39
H 0.70 14.37 21.21
P 8.45 17.85 15.23
H 1.33 15.89 16.78
H 11.11 17.30 20.60
H 10.35 13.77 16.41
Na 6.21 15.66 17.44
```

Partial atomic charges computed with the Löwdin method, in multiples of e:
1. O -0.19
2. H 0.09
3. H 0.07
4. O -0.18
5. C -0.07
6. O -0.20
7. O -0.19
8. C -0.08
9. H 0.09
10. C -0.06
11. H 0.09
12. H 0.06
13. C -0.06
14. H 0.07
15. H 0.09
16. Br -0.19
17. C -0.07
18. C -0.09
19. C -0.27
20. C -0.08
21. H 0.09
22. H 0.08
23. C -0.15
24. H 0.08
25. O -0.25
26. H 0.08
27. O -0.20
28. H 0.09
29. H 0.11
30. C -0.07
31. H 0.09
32. H 0.08
33. H -0.08
34. P 0.34
35. H 0.10
36. H 0.09
37. H 0.09
38. O -0.26
39. H 0.08
40. O -0.27
41. H 0.09
42. O -0.19
43. H 0.08
44. H 0.07
45. C -0.08
46. S 0.56
47. H 0.08
48. O -0.23
49. H 0.09
50. O -0.19
51. H 0.08
52. H 0.09
53. P 0.33
54. O -0.21
55. H 0.09
56. H 0.06
57. O -0.20
58. C -0.08
59. H 0.09
60. O -0.19
61. O -0.21
62. H 0.09
63. H 0.12
64. P 0.35
65. H 0.07
66. H 0.09
67. H 0.10
68. Na 0.09

***

Entry 4:
C12H35ClO11P2Si2 | wB97M-V/def2-TZVPD

Properties
* LUMO level: -1.4688 eV
* spin multiplicity: 1
* DFT total energy: -82390.2108 eV
* strongest force on any atom: 7.60 eV Å⁻¹
* HOMO energy: -9.577 eV
* orbital gap: 8.1 eV

```
63
C12H35ClO11P2Si2 | the OMol25 dataset | wB97M-V/def2-TZVPD
Si -1.11 3.68 0.72
C 1.30 0.88 2.18
O 3.11 -0.89 -3.42
C 6.42 -0.96 -1.42
H -3.91 1.83 4.68
H -6.59 0.90 2.51
H -0.32 -3.89 -4.47
H 6.26 0.01 -0.96
H 4.80 2.54 -3.33
O 3.75 -0.51 -1.10
H -0.65 1.09 1.32
O 0.22 3.02 1.46
H -1.97 -4.87 -1.24
H 5.06 2.31 -5.07
C -2.93 -4.38 -1.08
C -4.44 1.37 2.58
C 3.10 -1.75 -0.83
Si -2.50 3.28 3.19
H 2.06 -1.71 -1.17
H -0.74 -0.68 -0.04
H -3.72 -5.03 -1.44
C 1.80 1.74 3.36
H -5.69 0.30 3.99
H 3.62 -2.58 -1.31
H -1.34 -3.29 -5.79
H 2.03 2.77 3.09
H -0.92 5.15 0.75
P 4.23 -0.23 -2.68
H 1.11 1.71 4.22
O -1.72 -0.96 -2.44
H 3.10 -1.90 0.25
H -5.49 -0.48 2.40
C -4.09 2.35 3.73
C -0.94 -3.05 -4.81
O -2.04 -2.84 -3.91
C -5.67 0.47 2.91
O -0.89 -2.59 -0.82
H -1.28 3.29 -0.68
H -1.36 2.54 3.74
C -1.25 -1.62 0.16
O 4.94 0.56 -3.99
O 0.62 -0.26 2.73
C 4.53 1.93 -4.19
P -1.63 -2.45 -2.31
H -0.91 -1.99 1.13
H -2.32 -1.47 0.19
H -3.07 -4.21 -0.02
H 6.27 -1.74 -0.67
H 3.46 1.99 -4.37
H -4.90 3.08 3.88
H -2.52 4.63 3.79
H -4.69 1.91 1.66
H 7.45 -1.01 -1.78
H 2.74 1.30 3.72
O -3.01 -3.13 -1.77
O -2.56 3.32 1.50
Cl -3.00 0.27 2.39
C 0.32 1.61 1.23
H -0.33 -2.15 -4.88
H 0.64 1.45 0.18
H -0.07 0.11 3.30
O 5.54 -1.19 -2.53
H 2.12 0.46 1.59
```

Partial atomic charges computed with the Löwdin method, in multiples of e:
1. Si 0.46
2. C -0.36
3. O -0.25
4. C -0.11
5. H 0.07
6. H 0.08
7. H 0.08
8. H 0.08
9. H 0.08
10. O -0.31
11. H 0.06
12. O -0.29
13. H 0.08
14. H 0.09
15. C -0.11
16. C -0.73
17. C -0.12
18. Si 0.53
19. H 0.08
20. H 0.07
21. H 0.09
22. C -0.04
23. H 0.07
24. H 0.09
25. H 0.08
26. H 0.08
27. H -0.01
28. P 0.62
29. H 0.08
30. O -0.25
31. H 0.09
32. H 0.05
33. C -0.33
34. C -0.12
35. O -0.23
36. C -0.13
37. O -0.30
38. H 0.00
39. H -0.02
40. C -0.15
41. O -0.23
42. O -0.07
43. C -0.12
44. P 0.63
45. H 0.09
46. H 0.06
47. H 0.09
48. H 0.09
49. H 0.09
50. H 0.08
51. H -0.02
52. H 0.10
53. H 0.09
54. H 0.08
55. O -0.26
56. O -0.41
57. Cl 0.66
58. C -0.23
59. H 0.09
60. H 0.12
61. H 0.06
62. O -0.26
63. H 0.13